1.
C21H21N4O5PS3Sn as an isolated structure, computed with ωB97M-V with the def2-TZVPD basis set.

Atoms and positions in Å:
Sn 2.302 -1.269 -0.081
O 3.120 -1.391 2.189
N 3.728 -0.360 2.737
C 3.325 -0.014 3.981
C 3.907 1.012 4.673
C 4.931 1.728 4.045
C 5.303 1.391 2.772
C 4.699 0.334 2.054
S 5.086 -0.088 0.451
H 2.513 -0.627 4.339
H 3.547 1.254 5.662
H 5.417 2.554 4.550
H 6.072 1.940 2.248
C -2.562 -2.169 -2.440
C -2.195 -0.708 -2.581
O -0.838 -0.604 -3.019
P 0.020 0.599 -2.239
S 1.965 -0.015 -2.594
S 0.836 0.530 1.277
O -0.209 1.846 -3.326
C 0.177 1.702 -4.687
C 1.088 2.851 -5.068
H -3.568 -2.277 -2.027
H -1.871 -2.666 -1.760
H -2.522 -2.676 -3.407
H -2.324 -0.194 -1.619
H -2.839 -0.202 -3.310
H -0.727 1.693 -5.306
H 0.693 0.750 -4.835
H 0.613 3.808 -4.838
H 1.325 2.829 -6.136
H 2.017 2.786 -4.501
O -4.924 -2.898 1.319
N -4.680 -1.675 1.436
O -5.606 -0.867 1.680
C -3.373 -1.217 1.292
C -3.186 0.164 1.376
C -1.953 0.779 1.255
C -1.977 2.195 1.182
C -1.018 3.113 0.809
C 0.352 2.960 0.455
N 1.195 1.979 0.511
C -0.795 -0.060 1.090
C -0.936 -1.437 0.910
N 0.177 -2.188 0.657
C 0.095 -3.523 0.541
C -1.073 -4.211 0.678
C -2.253 -3.471 0.926
C -2.233 -2.102 1.033
H -4.068 0.775 1.497
H -2.955 2.617 1.395
H -1.365 4.139 0.732
H 0.809 3.877 0.075
H 1.030 -4.035 0.331
H -1.092 -5.288 0.590
H -3.201 -3.972 1.026

## Properties
Net charge   -2
HOMO-LUMO gap (alpha / beta)   0.169 / 0.169 Eh
LUMO energy (alpha / beta)   0.164 / 0.164 Ha
DFT total energy   -85940.1425 eV

These are the Löwdin partial charges, in e, on atoms 1 to 8: Sn 0.89; O -0.38; N -0.25; C -0.05; C -0.09; C -0.11; C -0.12; C -0.73



2.
C23H52FeP4Se as an isolated structure at a distorted geometry, computed with ωB97M-V with the def2-TZVPD basis set.

Atoms and positions in Å:
Fe -0.296 -0.672 -0.678
P 0.239 2.728 1.593
P -2.461 0.668 -0.460
P 2.172 0.062 -0.553
H -1.818 -1.180 -2.749
C -0.810 -1.583 -2.560
C -0.574 -2.308 -1.277
H -1.481 -2.655 -0.726
C 0.434 4.255 0.655
C -1.206 2.810 2.631
C 1.684 2.453 2.602
C -3.706 -0.020 -1.636
C -3.405 0.506 1.138
C -2.793 2.453 -0.810
C 2.891 -1.030 -1.863
C 3.152 -0.448 0.925
C 3.134 1.595 -0.930
H -0.656 -2.388 -3.311
H 0.425 -2.804 -1.176
H 0.557 5.045 1.390
H -0.451 4.404 0.021
H 1.304 4.154 -0.010
H -0.950 3.538 3.410
H -1.443 1.857 3.117
H -2.098 3.157 2.104
H 1.690 3.292 3.307
H 2.615 2.467 2.031
H 1.636 1.525 3.180
H -4.644 0.548 -1.549
H -3.883 -1.080 -1.415
H -3.305 0.092 -2.656
H -3.731 1.502 1.479
H -2.766 0.059 1.912
H -4.293 -0.130 0.989
H -3.871 2.595 -0.999
H -2.255 2.758 -1.718
H -2.492 3.104 0.014
H 3.991 -0.947 -1.825
H 2.521 -0.717 -2.855
H 2.588 -2.070 -1.669
H 4.202 -0.597 0.632
H 2.762 -1.384 1.344
H 3.117 0.325 1.705
H 4.197 1.329 -1.032
H 3.039 2.351 -0.140
H 2.801 2.035 -1.879
C 0.569 1.324 -3.851
C 0.489 -0.022 -4.187
C 0.740 -0.448 -5.490
C 1.105 0.490 -6.482
C 1.188 1.855 -6.135
C 0.911 2.262 -4.836
Se 0.194 1.921 -2.057
H 0.153 2.042 0.323
H 0.076 -0.741 -3.375
H 0.634 -1.494 -5.760
H 1.303 0.180 -7.519
H 1.459 2.569 -6.900
H 0.945 3.320 -4.548
C 2.020 -3.336 2.527
C 0.831 -3.258 1.578
P -0.259 -1.758 1.546
C -1.922 -2.575 1.633
C -2.489 -2.994 2.989
C 0.074 -0.874 3.132
C -0.043 -1.673 4.433
H 2.976 -3.329 1.984
H 1.982 -4.295 3.057
H 2.049 -2.542 3.276
H 1.171 -3.362 0.532
H 0.166 -4.115 1.757
H -2.615 -1.900 1.115
H -1.832 -3.471 1.005
H -2.753 -2.141 3.618
H -3.405 -3.582 2.861
H -1.783 -3.631 3.532
H 1.090 -0.468 3.041
H -0.594 -0.003 3.143
H 0.329 -2.696 4.332
H 0.550 -1.198 5.222
H -1.069 -1.710 4.800

## Properties
Net charge   +3
2S+1   6
HOMO-LUMO gap (alpha / beta)   0.274 / 0.216 Eh
LUMO energy (alpha / beta)   -0.329 / -0.396 Ha
DFT total energy   -161553.2125 eV
⟨S²⟩   8.8871

These are the Löwdin partial charges, in e, on atoms 1 to 8: Fe 0.31; P 0.87; P 0.79; P 0.75; H 0.06; C -0.18; C -0.31; H 0.08



3.
One molecule with the formula C3H9NO at a distorted geometry, computed with ωB97M-V with the def2-TZVPD basis set.

Atoms and positions in Å:
C -0.904 1.061 1.651
N 0.273 0.917 0.992
C 0.686 -0.297 0.222
C -0.058 -0.144 -1.171
O 0.271 -1.568 -1.759
H -1.805 1.388 1.151
H -1.450 0.219 2.230
H -0.899 1.856 2.585
H 0.471 1.673 0.328
H 0.696 -1.240 0.901
H 1.814 -0.111 0.004
H 0.458 0.662 -1.729
H -1.110 -0.056 -0.930
H -0.593 -1.987 -1.623

## Properties
HOMO-LUMO gap   0.341 Eh
SMILES string   CNCCO
LUMO energy   0.033 Ha
DFT total energy   -6791.8291 eV

These are the Löwdin partial charges, in e, on atoms 1 to 8: C -0.25; N -0.18; C -0.20; C -0.14; O -0.14; H 0.04; H 0.10; H 0.12